Record 1
This record from OMol25 describes a structure of composition C32H30CaCl4N10O2S4. The level of theory is ωB97M-V with the def2-TZVPD basis set.

As for the largest force on an atom: 1.5 eV Å⁻¹. The calculation puts the energy above the lowest of the compared OMol25 structures with the same formula, charge and spin at 2046.52 kJ/mol. The calculation puts the electronic energy at -6046.06001 Ha. Its HOMO energy (spin up / spin down) is -7.3 / -6.0 eV.

The geometry in ORCA input format:
```
! wB97M-V def2-TZVPD RIJCOSX def2/J DEFGRID3
* xyz 0 1
Ca -0.916 -1.910 0.533
Cl -0.255 0.888 3.781
Cl -5.641 0.880 2.003
Cl 3.625 -4.295 0.077
Cl 3.237 -1.580 1.145
S -3.378 -0.652 -3.580
S -2.765 -0.206 1.490
S -3.047 2.036 -1.814
S 0.092 -3.147 2.926
O -3.188 2.921 -0.685
O -4.176 1.913 -2.715
N 0.647 -0.319 -0.287
N -0.619 -0.916 3.920
N -2.545 0.631 -1.269
N 1.235 -0.675 -1.486
N 1.522 -1.694 4.635
N -0.164 0.705 2.048
N 1.397 4.239 -5.120
N -2.201 -1.651 -1.502
N 0.553 -2.917 -1.083
N 1.364 -4.571 -2.527
C 3.333 -3.175 -5.302
C 1.575 3.388 2.643
C 0.655 1.468 1.304
C 2.013 -3.663 -3.373
C 2.580 -1.395 -3.871
C -0.515 1.949 -2.945
C 0.688 -4.143 -1.451
C 1.564 1.514 4.397
C 1.200 -1.907 -1.833
C -4.344 1.392 3.024
C -1.850 3.888 -3.410
C -2.356 2.264 4.713
C 3.649 -3.251 1.517
C 0.377 3.720 -4.321
C -2.375 -2.666 -2.421
C 1.940 2.644 3.829
C -3.646 2.755 4.869
C 0.405 -1.748 3.899
C -0.824 4.418 -4.168
C 1.591 -1.202 6.006
C 3.269 -1.819 -4.990
C 0.959 0.912 0.029
C 2.705 -4.102 -4.493
C 0.516 2.480 -3.706
C 1.938 -2.314 -3.042
C -2.080 1.386 3.700
C -2.959 -2.330 -3.583
C -2.663 -0.483 -1.981
C -4.642 2.312 4.024
C -3.046 0.909 2.830
C -1.697 2.653 -2.790
C 1.088 2.843 1.522
H 2.180 -2.416 4.392
H 0.616 -0.810 6.289
H -0.391 0.986 -2.471
H 1.874 4.429 2.629
H -1.563 2.583 5.384
H 2.909 -3.637 2.211
H 1.378 5.238 -5.244
H 0.217 -4.926 -0.863
H -2.778 4.433 -3.295
H 3.760 -1.096 -5.627
H 2.746 -5.160 -4.726
H 2.317 -0.404 6.111
H -0.444 1.036 5.189
H -0.949 5.380 -4.651
H -3.865 3.478 5.642
H -3.196 -2.974 -4.413
H 3.872 -3.506 -6.179
H -2.060 -3.670 -2.169
H 1.438 1.920 -3.825
H 1.043 3.466 0.633
H 1.423 -5.558 -2.712
H 2.320 3.893 -4.914
H 1.840 -2.046 6.652
H 1.515 1.501 -0.696
H -2.147 -1.007 2.420
H 4.654 -3.285 1.919
H -5.657 2.668 4.120
H 2.520 -0.348 -3.610
H 2.789 3.050 4.391
H -2.190 -1.593 6.295
*
```

Record 2
This record from OMol25 describes a structure of composition C32H30CeN3O7PS2. The level of theory is ωB97M-V with the def2-TZVPD basis set.

As for the largest force on an atom: 3.2 eV Å⁻¹. The calculation puts the energy above the lowest of the compared OMol25 structures with the same formula, charge and spin at 268.56 kJ/mol. The calculation puts the electronic energy at -3540.68542 Ha. Its HOMO energy (spin up / spin down) is -13.1 / -13.1 eV.

The geometry in ORCA input format:
```
! wB97M-V def2-TZVPD RIJCOSX def2/J DEFGRID3
* xyz 2 1
Ce 9.411 11.247 11.547
S 7.569 11.271 8.498
S 8.807 8.614 8.084
P 12.185 10.305 10.197
O 6.971 14.144 15.092
O 8.985 5.759 11.123
O 8.092 12.841 13.556
O 8.843 13.304 10.991
O 8.388 9.577 12.880
O 10.978 13.032 11.522
O 9.637 15.544 13.262
N 8.143 9.518 10.413
N 8.570 8.360 10.947
N 11.564 9.857 13.155
C 14.061 6.215 9.375
C 12.832 10.536 7.556
C 7.842 4.764 14.506
C 7.573 6.019 15.091
C 8.278 11.079 6.796
C 7.990 9.694 9.080
C 13.101 11.042 11.641
C 12.160 7.544 10.209
C 14.003 12.540 13.871
C 8.496 8.421 12.333
C 14.620 12.600 12.598
C 8.996 9.726 6.657
C 12.694 11.246 8.727
C 12.960 11.145 6.329
C 14.353 8.618 9.825
C 7.855 13.947 14.067
C 12.979 11.655 14.022
C 8.277 7.193 13.032
C 7.866 7.202 14.386
C 12.560 10.854 12.918
C 12.743 6.293 9.920
C 8.284 4.732 13.154
C 12.990 8.693 10.112
C 13.034 12.513 6.240
C 12.848 12.628 8.630
C 9.971 13.811 11.387
C 14.808 7.358 9.362
C 10.047 15.274 11.905
C 14.177 11.904 11.483
C 12.928 13.296 7.419
C 8.504 5.906 12.421
C 8.265 15.354 13.590
H 14.508 5.264 9.024
H 12.949 9.438 7.536
H 11.048 15.552 11.892
H 12.494 11.526 15.008
H 7.827 3.828 15.166
H 14.711 12.046 10.545
H 15.590 13.098 12.513
H 8.627 3.772 12.672
H 8.035 16.067 14.386
H 9.515 15.869 11.135
H 10.088 9.890 6.546
H 8.978 11.875 6.637
H 9.320 4.810 11.070
H 7.516 11.244 6.020
H 13.411 13.031 5.358
H 15.818 7.383 8.972
H 14.271 13.206 14.670
H 11.637 8.961 12.690
H 8.644 9.240 5.749
H 12.958 13.199 9.559
H 7.521 15.528 12.787
H 12.119 5.440 10.113
H 7.324 6.187 16.130
H 11.399 9.876 14.166
H 7.882 8.163 14.890
H 12.968 14.378 7.382
H 11.119 7.659 10.474
H 15.007 9.500 9.958
H 13.079 10.598 5.390
H 6.593 13.247 15.308
*
```

Record 3
This record from OMol25 describes a structure of composition C32H30Cl2GeMnN5O3S3. The level of theory is ωB97M-V with the def2-TZVPD basis set.

As for the largest force on an atom: 3.5 eV Å⁻¹. The calculation puts the energy above the lowest of the compared OMol25 structures with the same formula, charge and spin at 118.14 kJ/mol. The calculation puts the electronic energy at -7079.46245 Ha. Its HOMO energy (spin up / spin down) is -9.5 / -9.5 eV.

The geometry in ORCA input format:
```
! wB97M-V def2-TZVPD RIJCOSX def2/J DEFGRID3
* xyz 1 4
Ge -1.186 -1.134 0.769
Mn 1.062 -0.491 1.567
Cl 1.723 -2.537 1.497
Cl 4.132 -3.012 -0.122
S 3.571 4.507 -0.770
S 1.272 2.209 -5.467
S -0.841 3.093 3.533
O -0.108 2.643 -5.480
O 2.243 3.281 -5.317
O 1.621 1.198 -6.436
N 3.279 2.573 0.898
N 2.409 0.021 0.016
N 0.712 1.554 2.150
N -0.519 0.410 3.736
N 5.378 2.586 -0.153
C -4.899 -2.159 3.607
C 2.090 3.274 0.877
C -2.684 -1.529 2.013
C 2.053 0.446 -1.321
C -2.699 2.813 -1.438
C 2.401 -3.329 0.041
C -2.140 1.803 -2.206
C -3.938 -0.981 1.743
C -2.569 -2.418 3.084
C 2.457 0.420 -3.691
C 1.483 1.393 -3.836
C 0.998 2.876 1.765
C 1.053 1.393 -1.493
C -1.645 0.660 -1.595
C 0.778 1.888 -2.756
C -0.774 -4.028 -2.382
C -0.699 -5.206 -0.294
C -5.034 -1.287 2.537
C 2.748 -0.052 -2.418
C -1.733 0.499 -0.214
C -0.859 -4.009 0.384
C 2.076 4.357 0.063
C 4.148 3.104 0.083
C -0.975 -2.800 -0.308
C -2.277 1.534 0.549
C -0.191 1.554 3.128
C -2.761 2.682 -0.055
C 0.225 3.801 2.377
C -3.664 -2.733 3.873
C 0.283 -0.722 3.415
C -0.641 -5.218 -1.683
C -0.935 -2.828 -1.700
H 1.261 5.026 -0.161
H 3.531 -0.794 -2.282
H -0.752 -4.027 -3.464
H 1.306 -0.594 3.841
H -0.631 -6.136 0.258
H -1.046 -1.919 -2.272
H 0.259 4.869 2.253
H 2.975 0.061 -4.570
H -3.089 3.702 -1.916
H -2.361 1.423 1.624
H -3.197 3.467 0.549
H -0.503 -6.151 -2.213
H -1.261 0.373 4.415
H -2.073 1.906 -3.281
H 5.752 1.943 0.523
H -0.157 -1.613 3.847
H -5.755 -2.409 4.219
H 0.021 2.644 -2.915
H -0.919 -4.022 1.467
H -3.558 -3.433 4.692
H 1.867 -2.967 -0.834
H -5.996 -0.845 2.314
H -1.617 -2.889 3.306
H 0.485 1.731 -0.637
H -4.070 -0.323 0.895
H 2.806 0.860 0.509
H 6.046 3.146 -0.654
H -1.177 -0.096 -2.208
H 3.174 -0.642 -0.062
H 2.255 -4.392 0.191
*
```

Record 4
This record from OMol25 describes a structure of composition C32H30CrF3N5O3S. The level of theory is ωB97M-V with the def2-TZVPD basis set.

As for the largest force on an atom: 1.2 eV Å⁻¹. The calculation puts the energy above the lowest of the compared OMol25 structures with the same formula, charge and spin at 31.55 kJ/mol. The calculation puts the electronic energy at -3479.23574 Ha. Its HOMO energy (spin up / spin down) is -7.1 / -7.6 eV.

The geometry in ORCA input format:
```
! wB97M-V def2-TZVPD RIJCOSX def2/J DEFGRID3
* xyz 0 5
Cr -0.299 -0.247 0.073
S 0.092 -3.535 -1.160
F -0.113 -5.149 0.916
F -0.820 -6.009 -0.939
F -2.020 -4.523 0.079
O -0.451 -3.631 -2.483
O -0.330 -2.356 -0.383
O 1.500 -3.832 -1.006
N 1.142 -0.569 -2.205
N -0.288 -1.326 2.227
N -0.288 1.480 1.140
N 1.847 -0.317 0.960
N -0.097 2.559 -1.831
C 1.089 3.066 2.276
C -3.902 -1.657 -1.437
C -1.445 4.529 -1.771
C 1.994 -1.689 1.486
C -0.766 -4.884 -0.231
C 0.789 -3.298 3.013
C 0.777 -2.124 2.277
C 2.278 -0.770 -4.738
C -1.368 3.134 -1.824
C -2.707 0.844 -1.804
C 0.138 4.059 2.105
C -3.830 4.456 -1.807
C -1.057 3.717 1.504
C 2.967 0.104 0.084
C 2.466 -0.657 -2.350
C -2.546 2.358 -1.847
C 1.777 0.652 2.075
C 3.327 -0.763 -1.117
C 0.835 1.791 1.802
C -2.657 5.191 -1.757
C -2.178 -0.003 -0.784
C -4.240 -0.902 -2.549
C -1.383 -1.680 2.900
C -3.673 0.351 -2.698
C 0.387 -0.642 -3.310
C -1.462 -2.837 3.650
C 0.904 -0.743 -4.588
C -0.348 -3.660 3.710
C -3.756 3.072 -1.845
C -1.231 2.423 1.049
C 3.067 -0.732 -3.602
C -2.898 -1.204 -0.595
H 0.324 5.068 2.450
H -2.626 -1.845 0.239
H -0.518 5.095 -1.752
H -2.685 6.275 -1.710
H 2.096 -2.384 0.654
H -4.969 -1.265 -3.265
H 2.731 -0.835 -5.720
H 2.023 3.267 2.787
H 2.892 -1.775 2.114
H 3.349 -1.818 -0.839
H 3.871 0.169 0.705
H -1.849 4.441 1.362
H 4.147 -0.777 -3.678
H -4.676 2.501 -1.850
H -2.148 2.109 0.572
H 0.620 3.192 -2.149
H 2.768 1.034 2.328
H 2.732 1.115 -0.258
H -2.217 -0.987 2.830
H -0.050 1.681 -2.309
H -4.793 4.952 -1.812
H 1.677 -3.919 3.029
H 0.236 -0.815 -5.437
H 4.346 -0.499 -1.399
H -4.395 -2.604 -1.240
H -0.363 -4.572 4.294
H -2.369 -3.080 4.189
H -3.989 0.979 -3.525
H -0.687 -0.612 -3.155
H 1.399 0.144 2.957
*
```

Record 5
This record from OMol25 describes a structure of composition C32H30F12N2O7PtS. The level of theory is ωB97M-V with the def2-TZVPD basis set.

As for the largest force on an atom: 0.5 eV Å⁻¹. The calculation puts the energy above the lowest of the compared OMol25 structures with the same formula, charge and spin at 11.72 kJ/mol. The calculation puts the electronic energy at -3589.45685 Ha. Its HOMO energy (spin up / spin down) is -7.9 / -8.6 eV.

The geometry in ORCA input format:
```
! wB97M-V def2-TZVPD RIJCOSX def2/J DEFGRID3
* xyz 0 5
Pt -0.725 -0.122 0.247
S 0.157 -3.064 1.091
F -2.612 0.749 -4.098
F 4.513 1.138 -0.020
F 3.188 -1.982 1.337
F 2.322 -0.791 2.906
F -4.195 2.678 -2.920
F 2.856 1.145 -1.403
F 3.872 -0.706 -0.954
F -4.674 1.797 -1.018
F -3.423 3.546 -1.092
F 4.307 -0.348 2.165
F -3.780 -0.277 -2.608
F -1.628 -0.546 -2.685
O 1.373 -0.517 0.171
O -1.556 1.966 2.395
O -2.354 0.889 -0.537
O -3.704 -2.232 -0.334
O -0.586 -2.323 -0.007
O -2.789 -1.148 1.376
O -0.431 0.030 2.336
N -5.976 -0.962 -0.242
N 0.206 1.808 -0.267
C -2.406 1.487 -1.756
C -0.720 1.013 4.441
C -1.323 3.116 -3.340
C -0.336 3.991 -3.787
C -5.092 -0.709 0.892
C -1.111 -4.135 1.758
C -0.034 2.527 -1.402
C 2.753 -6.025 0.280
C 2.043 1.556 1.319
C 3.584 -7.105 -1.839
C -0.947 1.062 2.943
C 0.773 3.621 1.183
C 3.064 -0.732 1.796
C -3.745 -1.373 0.670
C 1.125 -4.276 0.224
C -1.213 2.367 -2.177
C 2.472 3.391 2.865
C -3.684 2.390 -1.703
C 1.477 4.140 2.249
C -0.518 4.741 -5.073
C 1.071 -4.345 -1.158
C 3.225 3.922 4.050
C 3.435 0.437 -0.418
C 1.968 -5.101 0.951
C 0.821 4.129 -3.025
C 1.038 2.331 0.715
C 2.405 0.190 0.725
C 1.871 -5.267 -1.812
C 0.966 3.417 -1.859
C -2.610 0.356 -2.815
C 2.717 -6.119 -1.108
C 2.747 2.118 2.375
H 4.218 -6.600 -2.569
H 2.824 3.507 4.978
H -4.596 -2.186 -0.746
H 1.237 5.129 2.618
H 2.036 -5.006 2.028
H -0.908 1.992 4.877
H -0.042 4.175 0.738
H -0.276 4.104 -5.926
H -1.600 -4.665 0.944
H 0.292 0.678 4.663
H 1.879 3.493 -1.288
H -2.221 3.039 -3.932
H -5.874 -0.236 -0.940
H -6.947 -0.995 0.033
H -1.809 -3.478 2.274
H -5.511 -1.166 1.791
H 3.419 -6.667 0.844
H 1.846 -5.316 -2.894
H -1.412 0.291 4.878
H 0.430 -3.663 -1.701
H 3.548 1.562 2.839
H 0.129 5.616 -5.114
H 1.615 4.786 -3.356
H 4.229 -7.650 -1.151
H 4.280 3.651 4.002
H -4.897 0.342 1.112
H -1.550 5.071 -5.194
H 2.977 -7.832 -2.381
H -0.648 -4.829 2.459
H 3.152 5.007 4.112
*
```

Record 6
This record from OMol25 describes a structure of composition C32H30F4FeGeN3O2Se. The level of theory is ωB97M-V with the def2-TZVPD basis set.

As for the largest force on an atom: 0.5 eV Å⁻¹. The calculation puts the energy above the lowest of the compared OMol25 structures with the same formula, charge and spin at 0.00 kJ/mol. The calculation puts the electronic energy at -7693.83046 Ha. Its HOMO energy (spin up / spin down) is -4.8 / -4.7 eV.

The geometry in ORCA input format:
```
! wB97M-V def2-TZVPD RIJCOSX def2/J DEFGRID3
* xyz -1 5
Se -6.601 1.253 2.002
Ge -0.112 -1.907 -1.547
Fe -1.725 1.330 2.103
F -1.004 1.017 4.431
F 2.921 3.086 2.705
F 0.339 0.388 6.660
F 4.189 2.456 4.912
O -1.915 -0.818 2.457
O -1.458 -0.118 0.425
N -3.724 1.702 2.438
N -1.821 3.048 0.597
N 0.102 2.234 2.345
C -2.763 2.846 -0.498
C 2.316 1.384 5.849
C -1.761 -2.490 0.769
C -0.480 2.107 -4.048
C 0.308 1.343 4.526
C 0.843 0.302 -3.170
C 0.560 3.069 1.247
C 3.049 -0.785 1.046
C 1.867 -3.136 0.183
C -1.699 -1.055 1.249
C 2.233 -4.291 -4.195
C -4.860 1.503 2.262
C 2.898 2.074 4.807
C -1.600 1.583 -3.417
C 3.507 -2.004 1.526
C -1.493 0.428 -2.652
C 0.880 2.017 3.419
C -1.746 -2.651 -0.750
C 0.986 1.034 5.674
C 0.745 1.468 -3.919
C 1.812 -3.367 -3.247
C 1.986 -0.744 0.154
C 1.384 -1.918 -0.294
C -0.273 -0.231 -2.527
C -2.106 4.309 1.277
C 2.224 2.395 3.646
C 0.463 -3.225 -2.918
C 1.304 -5.101 -4.834
C -0.043 -4.973 -4.527
C -0.445 2.987 0.106
C -0.453 -4.043 -3.580
C 2.913 -3.182 1.096
H -0.250 3.785 -0.628
H 3.286 -4.382 -4.432
H 1.630 -5.834 -5.563
H 2.553 -2.756 -2.742
H -3.780 2.815 -0.109
H -1.512 -3.952 -3.361
H -0.899 -3.002 1.206
H -0.562 3.014 -4.634
H -2.545 1.898 -0.987
H -2.365 0.050 -2.132
H 1.426 -4.065 -0.165
H -1.494 4.400 2.174
H 2.864 1.138 6.745
H -2.557 2.084 -3.507
H 3.518 0.132 1.372
H 3.267 -4.136 1.465
H -1.765 -3.710 -1.013
H -0.339 2.029 -0.408
H -2.685 3.654 -1.241
H -2.653 -2.920 1.228
H -1.911 5.169 0.619
H 1.625 1.876 -4.402
H 1.525 2.751 0.842
H 4.322 -2.032 2.239
H -2.630 -2.180 -1.184
H 1.612 0.211 -0.193
H 1.804 -0.196 -3.087
H 0.692 4.114 1.561
H -3.154 4.319 1.574
H -0.774 -5.598 -5.025
*
```